No. 1
Computed, not measured: 2 unconnected molecules or ions with the total composition C4H10N2O2 at a distorted geometry, with ωB97M-V/def2-TZVPD.

The calculation puts the relative energy (zero: lowest compared OMol25 entry of this formula, charge and spin) at 32.2 kcal/mol. The HOMO energy (alpha / beta) comes out at -12.819 / -12.731 eV. Its charge is +1. The electronic energy comes out at -418.08658 a.u. As for the spin multiplicity: 2. The HOMO-LUMO gap (alpha / beta) comes out at 0.30444 / 0.12754 hartree. Its expectation value of S² is 0.756.

```
18
Properties=species:S:1:pos:R:3:forces:R:3:mulliken_charge:R:1
C 1.008 1.912 0.361 0.714 -0.455 0.832 -0.82
C 0.676 1.348 1.738 -1.157 -0.445 -0.671 0.70
O 1.048 0.252 2.104 0.434 -0.198 0.048 -0.61
N -0.226 2.073 2.448 -0.024 0.544 -0.062 -0.39
H -0.472 1.798 3.382 0.048 -0.200 0.043 0.23
H -0.626 2.934 2.105 0.307 -0.155 0.078 0.18
H 2.046 1.687 0.161 0.488 0.238 0.199 0.30
H 0.855 2.977 0.392 -0.187 0.329 -0.702 0.37
H 0.526 1.355 -0.440 -0.710 0.336 0.088 0.04
C -1.350 -1.470 -0.700 -1.165 0.960 0.548 -1.10
C -0.231 -1.432 -1.632 0.739 -1.994 -0.826 0.89
O 0.175 -0.461 -2.302 -0.020 1.236 0.143 -0.18
N 0.389 -2.572 -1.930 0.100 0.766 0.020 -0.31
H -2.142 -2.104 -1.117 0.229 -0.044 0.077 0.42
H -1.785 -0.486 -0.526 0.128 -0.015 -0.062 0.33
H 1.219 -2.530 -2.519 -0.295 -0.395 0.060 0.28
H -0.126 -3.424 -1.768 0.314 -0.328 0.021 0.27
H -0.984 -1.856 0.246 0.058 -0.179 0.164 0.39
```
Positions in Å, forces in eV/Å.



No. 2
Computed, not measured: 2 unconnected molecules or ions with the total composition C4H10N2O2S at a distorted geometry, with ωB97M-V/def2-TZVPD.

The calculation puts the relative energy (zero: lowest compared OMol25 entry of this formula, charge and spin) at 98.9 kcal/mol. The HOMO energy comes out at -8.854 eV. The electronic energy comes out at -816.40788 a.u. Its SMILES is C=[N+]([O-])O.[H]/N=C(\C)SC. The HOMO-LUMO gap comes out at 0.35084 hartree.

```
19
Properties=species:S:1:pos:R:3:forces:R:3:mulliken_charge:R:1
C 1.698 0.103 1.389 0.959 1.154 0.046 -0.80
N 2.278 -0.392 0.345 -0.356 0.734 0.789 0.79
O 2.277 -1.576 0.043 0.617 -0.252 -0.977 -0.65
O 2.915 0.569 -0.510 -1.269 -0.059 0.870 -0.41
H 1.857 1.149 1.687 -0.153 -0.739 -0.469 0.40
H 1.271 -0.640 2.017 -0.484 -0.162 0.339 0.33
H 3.698 0.116 -0.791 0.844 -0.726 -0.464 0.32
H 0.252 1.207 -1.584 -0.256 0.384 0.224 0.24
N -0.144 0.327 -1.297 0.110 -2.656 -0.672 -0.72
C -0.956 0.337 -0.330 1.070 3.554 -0.686 0.76
C -1.196 1.776 0.229 1.058 -0.489 1.698 -1.09
S -1.704 -1.014 0.461 -0.103 -0.008 -0.066 -0.14
C -0.918 -2.498 -0.377 -3.903 2.435 -1.593 -0.84
H -2.173 1.812 0.702 0.218 0.205 0.943 0.37
H -0.235 2.065 0.901 -2.648 -0.707 -1.125 0.14
H -1.269 2.560 -0.525 0.310 -0.484 -0.488 0.35
H -0.591 -2.972 0.490 1.292 -1.507 0.457 0.34
H -0.369 -1.990 -1.146 1.521 -0.331 0.073 0.28
H -1.808 -2.906 -0.948 1.173 -0.346 1.100 0.33
```
Positions in Å, forces in eV/Å.



No. 3
Computed, not measured: 2 unconnected molecules or ions with the total composition C4H10N2O3S at a distorted geometry, with ωB97M-V/def2-TZVPD.

The calculation puts the relative energy (zero: lowest compared OMol25 entry of this formula, charge and spin) at 91.5 kcal/mol. The HOMO energy comes out at -9.054 eV. The electronic energy comes out at -891.71413 a.u. Its SMILES is [H]/N=C(\N)S(=O)(=O)O.C=CC. The HOMO-LUMO gap comes out at 0.34889 hartree.

```
20
Properties=species:S:1:pos:R:3:forces:R:3:mulliken_charge:R:1
H -0.467 -1.398 2.280 0.021 -0.155 -0.267 0.25
N 0.171 -1.615 1.512 0.279 -0.210 -1.324 -0.68
C -0.356 -1.449 0.368 0.456 -0.259 1.302 0.65
N -1.618 -1.189 0.012 -0.538 -0.061 1.486 -0.34
S 0.412 -1.640 -1.269 1.701 -2.860 -0.424 0.98
O 0.139 -3.040 -1.666 1.614 2.687 0.871 -0.58
O -0.198 -0.632 -2.085 0.983 0.285 -0.040 -0.57
O 2.077 -1.233 -1.046 -2.151 -1.589 -0.720 -0.53
H -1.760 -1.006 -0.958 -1.122 0.273 -0.166 0.20
H -2.288 -1.324 0.763 -0.284 0.279 -0.892 0.20
H 2.671 -2.031 -1.032 -1.096 0.624 -0.018 0.35
C 1.081 0.934 0.799 0.452 2.537 6.046 -0.94
C 0.147 1.863 0.865 0.048 1.402 -0.502 0.05
C -0.550 2.439 -0.354 -2.327 -1.162 3.884 -0.95
H 1.408 0.485 -0.022 1.334 -1.434 -3.237 0.61
H 1.692 0.796 1.779 -1.239 -0.447 -1.867 0.15
H -0.194 2.312 1.819 0.685 -0.364 -0.469 0.32
H -0.236 3.282 -0.830 1.820 2.408 -0.884 0.39
H -0.617 1.677 -1.051 -0.733 -1.374 -1.576 0.19
H -1.515 2.770 0.116 0.096 -0.582 -1.204 0.25
```
Positions in Å, forces in eV/Å.



No. 4
Computed, not measured: a single C4H10N2OS molecule at a distorted geometry, with ωB97M-V/def2-TZVPD.

The calculation puts the relative energy (zero: lowest compared OMol25 entry of this formula, charge and spin) at 49.5 kcal/mol. The HOMO energy comes out at -8.692 eV. The electronic energy comes out at -741.29906 a.u. Its SMILES is NCNC(=O)CCS. The HOMO-LUMO gap comes out at 0.34746 hartree.

```
18
Properties=species:S:1:pos:R:3:forces:R:3:mulliken_charge:R:1
N 2.065 -1.558 -1.223 1.781 -0.402 -3.552 -0.50
C 1.648 -0.229 -1.433 0.840 0.929 -0.936 -0.40
N 0.213 -0.115 -1.349 0.082 0.947 -0.814 -0.18
C -0.669 0.319 -0.394 -1.074 0.273 -1.796 0.47
O -1.825 0.339 -0.834 0.081 0.238 1.595 -0.66
C -0.276 0.790 1.022 1.395 -2.107 -0.188 -0.68
C -1.191 0.209 2.102 -1.241 -1.522 -1.873 -0.54
S -2.722 1.169 2.064 -1.060 0.546 0.963 -0.26
H 1.972 -2.031 -0.402 -0.518 -0.641 3.052 0.18
H 1.891 -2.226 -1.957 -0.131 0.308 -0.270 0.18
H 1.910 0.147 -2.580 -0.198 -1.013 3.168 0.26
H 2.217 0.369 -0.664 -0.921 -0.009 -0.992 0.33
H -0.219 -0.203 -2.296 0.037 0.085 1.664 0.29
H 0.793 0.701 1.179 0.477 -1.358 0.153 0.33
H -0.235 1.808 1.100 -0.998 3.077 -0.367 0.45
H -0.990 0.265 3.206 0.672 -0.370 -1.381 0.33
H -1.427 -0.839 1.657 0.322 1.342 1.744 0.26
H -3.157 1.084 0.803 0.454 -0.323 -0.169 0.15
```
Positions in Å, forces in eV/Å.



Summary of M in g mol⁻¹
118.14 150.20 166.20 134.20
(order as listed above)